[1]
Entry from the Open Molecules 2025 dataset: C3H6O in the gas phase (wB97M-V/def2-TZVPD).

Values from the calculation:
Highest occupied orbital energy in eV: -8.223
Kohn-Sham gap in eV: 8.7
Energy relative to the best compared isomer or geometry (same formula, charge and spin) in kJ/mol: 395.4
Energy in eV: -5251.596
Charge: 0

The geometry in XYZ format:
```
10
Properties=species:S:1:pos:R:3:nbo_charge:R:1
O 0.74 -0.93 0.65 -0.5535
C 1.37 0.01 -0.22 -0.2833
C -0.47 -1.12 0.10 0.3575
C -1.29 0.16 0.17 -0.8132
H -2.14 -0.25 0.74 0.2641
H 2.41 -0.29 -0.34 0.2127
H -1.72 0.49 -0.78 0.2466
H 1.27 1.05 0.11 0.1892
H -0.86 1.01 0.72 0.1999
H 0.89 -0.13 -1.20 0.1799
```

[2]
Entry from the Open Molecules 2025 dataset: a molecular structure, C38H52N2O3PtS3 (wB97M-V/def2-TZVPD).

Values from the calculation:
Highest occupied orbital energy (alpha / beta) in eV: -13.022 / -13.792
2S+1: 3
Kohn-Sham gap (alpha / beta) in eV: 7.8 / 8.2
Energy relative to the best compared isomer or geometry (same formula, charge and spin) in kJ/mol: 0.0
Energy in eV: -85111.254
Charge: +2

The geometry in XYZ format:
```
99
Properties=species:S:1:pos:R:3:lowdin_spin:R:1
Pt -0.10 0.58 -1.25 1.4377
S 2.35 2.19 1.36 0.0128
S 0.40 3.39 -2.99 0.0139
S -1.83 -1.84 -2.65 0.0072
O 1.43 1.74 0.24 0.0604
O -0.98 -0.60 -2.95 0.1209
O -0.46 2.18 -2.64 0.0285
N 0.29 -0.99 0.10 0.0598
N -1.83 0.60 0.06 0.1389
C -2.88 -0.44 1.91 0.0047
C 1.40 -1.72 0.08 0.0099
C -0.14 -4.95 3.15 -0.0002
C 2.27 1.40 -3.41 0.0252
C 0.78 -2.91 2.08 -0.0026
C 4.47 1.84 -4.27 0.0006
C 2.94 3.66 -3.93 0.0005
C 5.44 0.36 -0.47 0.0000
C 1.91 5.03 -1.17 0.0000
C -0.39 -2.13 2.07 0.0013
C 2.33 -4.67 3.00 0.0001
C -3.54 -1.25 -2.65 -0.0009
C -3.99 0.40 1.80 -0.0051
C -6.26 1.27 2.49 0.0002
C 1.01 -3.20 4.53 -0.0002
C -3.86 -0.28 -3.77 0.0000
C -0.61 -1.19 1.08 0.0057
C 4.18 0.90 -0.22 0.0000
C -1.76 -2.73 -4.21 0.0071
C -5.74 -1.16 2.62 -0.0003
C 2.01 2.77 -3.43 0.0040
C 6.17 1.01 1.73 0.0001
C 1.68 -2.68 1.04 0.0029
C 1.00 -3.93 3.18 -0.0003
C 3.02 4.22 -0.49 0.0002
C 0.62 4.24 -1.40 0.0010
C 4.92 1.55 2.00 0.0006
C -5.16 0.25 2.77 -0.0006
C 2.70 3.93 0.99 0.0025
C -2.87 1.42 -0.06 0.0100
C -1.82 -0.33 1.03 0.0098
C -2.64 -3.97 -4.23 0.0023
C 3.95 1.49 1.00 0.0012
C 3.51 0.94 -3.83 0.0032
C 4.19 3.19 -4.33 0.0015
C -3.96 1.35 0.78 0.0057
C 6.43 0.42 0.50 0.0000
C -4.64 0.46 4.20 -0.0003
H 4.70 1.99 2.96 0.0001
H -3.09 0.50 -3.84 0.0001
H 3.52 4.20 1.66 0.0009
H -0.25 4.89 -1.37 0.0000
H -2.86 -1.19 2.68 0.0010
H 1.82 4.46 1.33 0.0000
H -4.78 2.04 0.63 0.0009
H 3.95 4.79 -0.54 0.0000
H -3.65 -0.79 -1.67 -0.0001
H 0.07 -2.69 4.73 0.0000
H -3.88 -0.28 4.47 0.0000
H 2.60 -3.24 0.97 0.0003
H 3.19 3.29 -1.03 0.0000
H 3.40 0.87 -0.96 0.0004
H 6.94 1.04 2.49 0.0000
H -6.69 1.15 1.49 0.0000
H 3.71 -0.12 -3.84 0.0002
H 0.01 -5.69 3.94 0.0000
H 7.40 0.00 0.30 0.0000
H -2.00 -2.01 -5.00 0.0002
H -5.00 -1.93 2.86 0.0000
H -5.47 0.35 4.90 -0.0001
H 2.36 -5.23 2.07 0.0000
H 2.45 -5.38 3.82 0.0000
H -2.82 2.14 -0.87 0.0019
H -4.21 1.45 4.33 0.0000
H 2.10 -1.52 -0.72 0.0038
H -3.93 -0.78 -4.74 0.0000
H 0.51 3.45 -0.66 0.0005
H -0.71 -2.99 -4.30 0.0001
H -6.57 -1.29 3.31 -0.0001
H 5.44 1.47 -4.60 0.0001
H 4.92 3.89 -4.72 0.0001
H -2.49 -4.49 -5.17 0.0005
H 1.49 0.70 -3.14 0.0186
H 3.18 -3.99 3.04 0.0000
H 1.82 -2.46 4.57 0.0000
H -4.82 0.20 -3.58 0.0000
H -5.91 2.30 2.60 0.0000
H -2.38 -4.66 -3.42 0.0000
H 5.65 -0.10 -1.43 0.0000
H -1.12 -2.26 2.85 0.0005
H -0.18 -5.47 2.19 0.0000
H 1.67 5.89 -0.55 0.0000
H -1.11 -4.48 3.32 0.0000
H -7.07 1.12 3.21 0.0000
H 1.18 -3.92 5.33 0.0000
H -6.10 -1.34 1.61 0.0000
H -3.70 -3.73 -4.16 0.0000
H 2.70 4.71 -4.05 0.0001
H 2.28 5.45 -2.11 0.0000
H -4.17 -2.14 -2.66 0.0000
```

[3]
Entry from the Open Molecules 2025 dataset: 7 unconnected molecules or ions with the total composition C25H66ClN6O14 at a distorted geometry (wB97M-V/def2-TZVPD).

Values from the calculation:
Highest occupied orbital energy in eV: -6.333
Kohn-Sham gap in eV: 8.3
Energy relative to the best compared isomer or geometry (same formula, charge and spin) in kJ/mol: 0.0
Energy in eV: -77110.443
Charge: -1

The geometry in XYZ format:
```
112
Properties=species:S:1:pos:R:3:lowdin_charge:R:1
Cl 22.92 -13.57 -16.77 0.6246
O 16.83 -12.99 -12.87 -0.1997
O 22.07 -14.08 -15.72 -0.3941
O 26.24 -18.33 -21.97 0.0409
O 25.76 -11.02 -7.02 -0.2216
O 26.21 -11.04 -19.15 -0.0552
O 22.83 -10.42 -9.63 -0.2015
O 19.06 -18.25 -10.36 -0.1958
O 24.26 -13.81 -16.29 -0.4090
O 32.74 -20.14 -16.24 -0.1889
O 28.77 -18.38 -13.01 -0.1994
O 28.67 -8.50 -16.12 -0.2087
O 22.73 -14.30 -18.00 -0.4014
O 32.73 -6.16 -13.13 -0.1856
O 22.68 -12.15 -17.15 -0.4141
N 25.54 -18.11 -19.86 0.1525
N 25.72 -16.38 -21.09 0.1650
N 17.82 -15.41 -10.73 -0.0577
N 32.12 -9.49 -14.89 -0.0852
N 25.79 -10.49 -9.67 -0.0249
N 29.72 -21.13 -14.36 -0.0758
C 23.58 -11.19 -10.60 -0.2118
C 30.90 -9.27 -15.68 -0.2023
C 33.06 -20.05 -17.65 -0.0887
C 31.02 -20.55 -14.48 -0.2305
C 18.96 -18.82 -11.62 -0.1542
C 26.28 -11.80 -9.20 -0.2299
C 25.86 -17.66 -21.05 -0.8210
C 22.32 -9.18 -10.13 -0.1003
C 28.20 -19.66 -13.03 -0.2162
C 18.36 -14.81 -12.00 -0.1639
C 31.48 -20.65 -15.98 -0.2519
C 26.25 -10.59 -5.70 -0.0766
C 17.24 -14.39 -13.02 -0.1643
C 29.18 -20.87 -13.01 -0.1695
C 29.64 -8.75 -14.98 -0.1453
C 18.88 -15.89 -9.80 -0.2201
C 17.75 -12.11 -13.44 -0.1498
C 19.81 -16.98 -10.28 -0.1700
C 27.45 -8.00 -15.69 -0.1553
C 24.99 -10.74 -10.89 -0.1998
C 33.18 -4.89 -13.53 -0.1280
C 32.32 -8.54 -13.81 -0.1967
C 26.78 -11.71 -7.78 -0.2149
C 32.67 -7.03 -14.24 -0.1988
C 27.92 -17.29 -12.95 -0.1227
H 25.29 -11.23 -18.99 0.0287
H 31.75 -21.15 -13.95 0.1192
H 25.23 -10.19 -8.88 0.0811
H 25.33 -15.84 -20.33 0.1198
H 33.96 -19.45 -17.79 0.0837
H 27.11 -12.16 -9.81 0.1173
H 17.52 -14.57 -14.06 0.1137
H 18.39 -19.74 -11.61 0.0858
H 19.95 -19.08 -12.01 0.0811
H 17.51 -12.03 -14.50 0.0863
H 19.47 -15.01 -9.54 0.1075
H 34.07 -4.95 -14.15 0.0810
H 27.51 -17.19 -11.95 0.0878
H 25.43 -10.15 -5.13 0.0822
H 33.64 -7.06 -14.73 0.1170
H 29.74 -7.82 -14.41 0.1070
H 27.68 -11.09 -7.84 0.1121
H 32.45 -4.39 -14.16 0.0824
H 30.74 -10.23 -16.17 0.1245
H 17.42 -14.69 -10.14 0.0961
H 21.76 -8.80 -9.27 0.0868
H 27.02 -12.56 -7.15 0.1203
H 26.66 -11.37 -5.05 0.0738
H 32.22 -10.43 -14.53 0.1016
H 23.01 -8.44 -10.53 0.0809
H 18.83 -12.16 -13.27 0.0883
H 19.01 -13.96 -11.79 0.1058
H 19.04 -15.54 -12.44 0.0982
H 30.75 -20.04 -16.49 0.1166
H 26.90 -7.49 -16.48 0.0896
H 33.37 -4.20 -12.71 0.0866
H 25.46 -11.50 -11.52 0.1213
H 24.90 -9.85 -11.51 0.1041
H 29.22 -9.54 -14.36 0.1220
H 27.07 -17.40 -13.63 0.0853
H 31.08 -19.50 -14.19 0.1198
H 31.51 -8.67 -13.09 0.1051
H 29.12 -20.59 -14.96 0.0924
H 23.53 -12.24 -10.30 0.1147
H 17.50 -11.11 -13.10 0.0794
H 25.55 -12.61 -9.24 0.1103
H 27.50 -19.74 -13.87 0.1221
H 21.65 -9.42 -10.96 0.0798
H 26.84 -8.72 -15.16 0.0863
H 30.02 -20.72 -12.33 0.1164
H 31.20 -8.51 -16.41 0.1109
H 25.40 -19.09 -19.64 0.1123
H 25.87 -15.96 -21.99 0.1207
H 18.54 -18.13 -12.35 0.0799
H 26.48 -10.51 -18.39 0.0191
H 32.30 -19.67 -18.33 0.0839
H 23.03 -11.13 -11.54 0.1158
H 25.50 -17.49 -19.07 0.1098
H 18.40 -16.16 -8.86 0.1162
H 27.07 -9.91 -5.90 0.0810
H 27.66 -19.66 -12.08 0.1152
H 16.33 -14.95 -12.84 0.1127
H 27.70 -7.24 -14.95 0.0730
H 28.30 -16.35 -13.36 0.0917
H 20.64 -17.19 -9.61 0.1182
H 28.61 -21.76 -12.73 0.1067
H 33.24 -21.09 -17.93 0.0810
H 31.41 -21.68 -16.31 0.1217
H 33.16 -8.85 -13.20 0.1094
H 20.27 -16.76 -11.25 0.1066
H 31.91 -6.64 -14.92 0.1107
```